Entry 1:
An isolated molecule of C8H4F3NO2S. Source: OMol25; level of theory: ωB97M-V/def2-TZVPD.

Results
- structure (SMILES) = O=C1C=N[C@@](c2cccs2)(C(F)(F)F)O1
- gap between HOMO and LUMO (hartree) = 0.323
- HOMO level (eV) = -9.5
- multiplicity = 1
- lowest unoccupied orbital energy (eV) = -0.7
- total charge = 0

Last column: Mulliken charge in e.
Element x y z (Å)
C (-2.83, 0.33, -0.87)  -0.6061
C (-1.45, 0.91, -0.84)  -0.4469
C (-3.01, -0.75, -0.07)  -0.3152
C (-0.60, 0.09, -0.17)  -0.4727
C (1.84, -1.51, 1.25)  -0.1769
C (2.19, -1.62, -0.17)  0.5203
C (0.86, 0.23, 0.16)  1.7142
C (1.30, 1.71, 0.20)  0.5117
N (1.13, -0.49, 1.53)  -0.6036
O (2.83, -2.46, -0.71)  -0.4716
O (1.52, -0.49, -0.77)  -0.3971
F (0.49, 2.49, 0.93)  -0.2560
F (2.46, 1.76, 0.76)  -0.2744
F (1.46, 2.34, -0.96)  -0.2560
S (-1.50, -1.31, 0.65)  -0.0591
H (-3.70, 0.83, -1.39)  0.3097
H (-1.14, 1.65, -1.58)  0.3674
H (-3.80, -1.41, 0.15)  0.4508
H (1.95, -2.30, 1.89)  0.4616

=====

Entry 2:
The ion C8H4NO3S with charge -1. Source: OMol25; level of theory: ωB97M-V/def2-TZVPD.

Results
- gap between HOMO and LUMO (spin up / spin down) (hartree) = 0.277 / 0.246
- HOMO level (spin up / spin down) (eV) = -4.3 / -4.9
- multiplicity = 3
- lowest unoccupied orbital energy (spin up / spin down) (eV) = 3.3 / 1.8
- total charge = -1
- ⟨S²⟩ = 2.01

Last column: Löwdin spin population.
Element x y z (Å)
C (-0.52, 1.94, -0.95)  0.0011
C (0.81, 1.99, -0.58)  -0.0022
C (-1.24, 0.78, -0.77)  -0.0001
C (1.41, 0.85, -0.07)  0.0020
C (-0.66, -0.34, -0.19)  0.0194
C (0.70, -0.33, 0.14)  0.0083
C (-1.63, -1.45, 0.12)  0.0759
C (1.56, -1.53, 0.55)  0.0090
N (-1.54, -2.03, 1.35)  0.5261
O (-2.49, -1.78, -0.68)  0.1153
O (2.35, -1.92, -0.31)  0.0109
O (1.48, -1.98, 1.72)  0.1348
S (-0.79, -1.50, 2.61)  1.0990
H (-1.00, 2.82, -1.39)  0.0002
H (1.38, 2.90, -0.70)  -0.0002
H (-2.29, 0.73, -1.05)  0.0002
H (2.47, 0.86, 0.17)  0.0003

=====

Entry 3:
A cluster of 20 separate species, C8H53ClFN4O20S in total. Source: OMol25; level of theory: ωB97M-V/def2-TZVPD.

Results
- gap between HOMO and LUMO (hartree) = 0.327
- HOMO level (eV) = -12.4
- multiplicity = 1
- lowest unoccupied orbital energy (eV) = -3.5
- total charge = +1

Last column: Mulliken charge in e.
Element x y z (Å)
C (-1.21, -0.89, -4.17)  -1.0666
C (0.19, -1.15, -3.40)  0.4666
F (-0.10, -2.19, -2.40)  -0.3646
C (0.78, 0.20, -2.76)  -1.4102
C (1.68, -0.01, -1.46)  0.7055
N (2.39, 1.32, -1.32)  -0.6849
C (2.92, -1.03, -1.53)  -0.9157
N (2.52, -2.13, -0.57)  -0.2948
C (1.70, -1.39, 0.40)  0.2052
N (1.84, -1.72, 1.69)  -0.0021
S (2.97, -3.01, 2.14)  -0.0764
N (0.84, -0.42, -0.26)  0.7699
C (0.29, 0.70, 0.54)  -0.4927
C (-0.77, 0.26, 1.66)  0.0839
O (-1.82, -0.36, 1.45)  -0.4405
Cl (-0.37, 0.70, 3.42)  -0.2305
H (-1.05, -0.45, -5.22)  0.4257
H (-1.84, -0.22, -3.49)  0.1606
H (-1.73, -1.92, -4.20)  0.3111
H (0.96, -1.63, -4.12)  0.2289
H (1.35, 0.82, -3.55)  0.4190
H (-0.12, 0.87, -2.46)  0.3414
H (2.80, 1.43, -0.38)  0.2988
H (1.68, 2.04, -1.51)  0.3603
H (3.76, -0.51, -0.95)  0.5241
H (3.27, -1.32, -2.57)  0.1796
H (1.87, -2.85, -0.97)  0.2996
H (1.29, -1.25, 2.41)  0.1593
H (2.41, -4.19, 1.61)  0.1758
H (-0.30, 1.36, -0.20)  0.3581
H (1.09, 1.40, 0.97)  0.4393
O (-2.33, 0.35, -6.61)  -0.5859
H (-2.58, 1.28, -6.73)  0.2699
H (-2.74, -0.10, -7.36)  0.2741
O (-2.01, 2.91, -5.31)  -0.5838
H (-2.75, 3.14, -4.73)  0.3040
H (-1.30, 3.51, -5.04)  0.2918
O (1.34, 3.37, -0.02)  -0.5798
H (0.60, 3.61, 0.55)  0.2805
H (2.05, 3.96, 0.24)  0.2869
O (-1.98, 2.56, 6.04)  -0.5780
H (-2.93, 2.71, 5.94)  0.3102
H (-1.79, 1.85, 5.42)  0.2779
O (5.62, -2.95, 4.90)  -0.7012
H (4.93, -2.80, 5.57)  0.2966
H (5.13, -3.00, 4.07)  0.3590
O (-0.59, -4.51, -4.39)  -0.6017
H (-0.49, -4.27, -3.46)  0.2791
H (-0.96, -5.40, -4.37)  0.3065
O (-3.06, 1.08, -1.14)  -0.5642
H (-2.97, 1.30, -0.21)  0.2070
H (-3.43, 0.19, -1.14)  0.3771
O (0.46, 4.51, -6.12)  -0.6107
H (1.40, 4.67, -6.05)  0.3024
H (0.30, 4.46, -7.07)  0.3129
O (1.17, -0.56, 6.19)  -0.5609
H (0.56, -0.31, 5.49)  0.2697
H (0.82, -1.40, 6.51)  0.3019
O (-5.41, -0.27, -1.18)  -0.6138
H (-5.73, 0.64, -1.26)  0.3382
H (-6.22, -0.80, -1.18)  0.2869
O (-2.36, 3.15, 1.55)  -0.5487
H (-2.94, 3.89, 1.78)  0.2815
H (-2.89, 2.37, 1.75)  0.2757
O (-8.30, -1.81, -1.06)  -0.6297
H (-8.90, -1.54, -1.76)  0.3280
H (-8.66, -2.65, -0.75)  0.2932
O (6.32, -2.26, -0.60)  -0.6558
H (5.38, -2.10, -0.72)  0.3380
H (6.51, -2.99, -1.21)  0.3099
O (-8.00, 1.23, -1.04)  -0.6444
H (-8.60, 1.50, -1.74)  0.3210
H (-8.36, 0.38, -0.73)  0.3214
O (0.54, -5.54, 1.20)  -0.6002
H (-0.03, -4.79, 1.42)  0.3072
H (0.00, -6.31, 1.40)  0.3015
O (5.45, -0.40, 6.33)  -0.6055
H (4.51, -0.24, 6.21)  0.2240
H (5.64, -1.13, 5.72)  0.3978
O (2.87, 1.50, 7.62)  -0.5970
H (2.14, 1.00, 7.23)  0.3358
H (3.66, 1.15, 7.20)  0.3118
O (-2.49, 6.09, 2.42)  -0.6000
H (-3.08, 6.73, 2.86)  0.3035
H (-2.06, 6.62, 1.73)  0.3077
O (6.15, -2.04, 2.56)  -0.5375
H (7.09, -1.90, 2.66)  0.2608
H (6.01, -2.09, 1.61)  0.3134

=====

Entry 4:
A structure of composition C8H5AsCl6F6O5V2. Source: OMol25; level of theory: ωB97M-V/def2-TZVPD.

Results
- gap between HOMO and LUMO (spin up / spin down) (hartree) = 0.178 / 0.177
- HOMO level (spin up / spin down) (eV) = -7.7 / -7.7
- multiplicity = 7
- lowest unoccupied orbital energy (spin up / spin down) (eV) = -2.9 / -2.9
- total charge = 0
- ⟨S²⟩ = 12.02

Last column: Löwdin spin population.
Element x y z (Å)
V (11.09, 4.62, 12.40)  2.9736
V (11.51, 8.06, 13.07)  2.8602
As (14.65, 6.32, 12.31)  0.0027
F (14.60, 6.93, 10.70)  0.0020
F (15.66, 4.92, 11.89)  -0.0005
F (14.74, 5.57, 13.95)  0.0016
F (13.51, 7.66, 12.85)  0.0459
F (13.18, 5.22, 12.01)  0.0223
F (16.07, 7.28, 12.78)  0.0007
O (10.94, 6.62, 11.69)  0.0453
H (10.13, 6.66, 11.15)  0.0068
C (10.54, 4.99, 16.06)  -0.0178
C (10.64, 6.10, 15.04)  0.0174
C (9.60, 7.32, 15.10)  -0.0048
O (9.88, 8.31, 14.39)  0.0227
C (8.52, 7.16, 16.04)  0.0102
C (8.43, 6.09, 16.89)  0.0014
C (9.50, 5.02, 16.98)  -0.0005
O (9.41, 3.99, 17.76)  -0.0292
O (7.28, 5.95, 17.45)  0.0239
O (11.47, 6.08, 14.15)  0.0114
H (11.27, 4.21, 15.98)  -0.0010
H (7.67, 7.79, 15.85)  0.0005
C (6.30, 4.82, 12.42)  0.0002
Cl (5.36, 4.89, 13.94)  0.0002
Cl (6.79, 3.10, 12.23)  0.0011
Cl (7.79, 5.80, 12.48)  0.0035
H (5.63, 5.18, 11.63)  0.0000
C (12.42, 7.76, 7.69)  0.0000
Cl (11.07, 6.96, 8.41)  -0.0001
Cl (12.60, 9.29, 8.55)  0.0004
Cl (12.12, 8.11, 5.92)  0.0000
H (13.31, 7.16, 7.86)  0.0000

=====

In order of appearance, maximum force = 3.89; 1.31; 5.02; 8.70 eV Å⁻¹.